Density functional theory data (ωB97M-V/def2-TZVPD) for one molecule with the formula C6H12O4Se in a non-equilibrium geometry.

Geometry as ORCA input:
```
! wB97M-V def2-TZVPD RIJCOSX def2/J DEFGRID3
* xyz 0 1
C 1.16098 0.60651 0.94043
C -1.70255 -1.45388 0.18706
C 0.94304 0.73242 -0.51345
C -1.50442 -0.27009 -0.75401
C -0.03792 -0.26469 -1.18417
C 1.66753 -0.70503 1.25829
O 0.47428 2.01895 -0.78642
O -1.77724 0.94336 -0.11380
O -0.06983 0.02113 -2.64593
O 2.45083 -0.91226 2.38937
Se -0.78262 -1.73264 1.83499
H 2.01233 1.21342 1.24265
H 0.29973 0.92455 1.56403
H -2.77859 -1.60302 0.55962
H -1.68583 -2.40805 -0.52891
H 1.96833 0.62306 -1.01704
H -2.01681 -0.40203 -1.70261
H 0.22828 -1.33338 -1.16451
H 1.84166 -1.27733 0.43290
H -0.52041 1.99571 -0.71609
H -2.74631 1.16401 -0.19847
H 0.86141 0.11748 -2.95495
H 2.31061 -0.35213 3.15318
*
```

Computed properties:
orbital gap (alpha / beta) = 7.6 / 7.6 eV
molar mass = 227.12 g mol⁻¹
maximum force = 5.47 eV Å⁻¹
LUMO energy (alpha / beta) = -0.278 / -0.276 eV
HOMO (alpha / beta) = -7.8 / -7.8 eV

How positive or negative is each atom? The natural (NBO) charges in e answer that: C -0.56; C -0.66; C 0.09; C 0.04; C 0.05; C 0.34; O -0.73; O -0.74; O -0.73; O -0.68; Se -0.09; H 0.23; H 0.27; H 0.24; H 0.21; H 0.17; H 0.21; H 0.19; H 0.18; H 0.50; H 0.49; H 0.47; H 0.50

Density functional theory data (ωB97M-V/def2-TZVPD) for C6H12O5S2 as an isolated structure in a non-equilibrium geometry.

Geometry as ORCA input:
```
! wB97M-V def2-TZVPD RIJCOSX def2/J DEFGRID3
* xyz 0 1
C -0.86292 -1.83936 0.15275
C 0.50564 -1.26637 -0.31315
C -2.83401 0.76092 0.69169
C 3.27195 0.19078 0.94181
C -1.45834 2.28996 -1.38022
C 2.71204 -1.03194 0.19729
O -3.53308 -1.81340 0.26792
O -2.31111 -0.52692 -1.58308
O -0.07090 0.40263 -0.11416
O -0.75841 2.40455 1.18545
O 1.44424 -1.42464 0.55398
S -2.55116 -0.80150 -0.14020
S -1.27358 1.45317 0.20287
H -1.23481 -2.65855 -0.29958
H -0.79414 -2.02635 1.14091
H 0.74526 -1.04241 -1.30242
H -2.97953 0.75242 1.79710
H 3.01371 1.15758 0.38832
H 2.72454 0.26722 1.89398
H 4.37207 0.08037 1.07238
H -0.41119 2.12985 -1.81489
H -2.26424 1.82098 -1.91629
H -1.62834 3.42244 -1.13381
H 3.43545 -1.76955 0.42460
H 2.74088 -0.93189 -0.91323
*
```

Computed properties:
orbital gap = 9.3 eV
molar mass = 228.29 g mol⁻¹
maximum force = 5.13 eV Å⁻¹
LUMO energy = -0.064 eV
HOMO = -9.3 eV

How positive or negative is each atom? The natural (NBO) charges in e answer that: C -0.60; C 0.50; C -0.98; C -0.64; C -0.83; C -0.07; O -0.93; O -0.98; O -0.94; O -0.91; O -0.43; S 2.02; S 2.02; H 0.23; H 0.22; H 0.20; H 0.27; H 0.22; H 0.24; H 0.22; H 0.26; H 0.28; H 0.26; H 0.19; H 0.17

Calculated energy above the lowest of the compared OMol25 structures with the same formula, charge and spin (kcal/mol), listed in the same order as above: 12.57 53.66